The following is a DFT calculation (wB97M-V/def2-TZVPD) of a 2-piece molecular cluster, C5H17N2 overall at a distorted geometry.

Output
Frontier orbital gap (eV): 9.479
Charge: +1
LUMO energy (eV): -3.633

The geometry in XYZ format:
```
24
Properties=species:S:1:pos:R:3:forces:R:3:lowdin_charge:R:1
H -0.958 -2.647 2.852 -0.263 -0.709 -0.164 0.092
H 1.849 2.870 -0.871 -0.866 -0.753 -0.312 0.101
H 0.731 2.119 1.276 -0.651 0.280 -0.565 0.098
H 1.194 2.350 -2.448 -0.353 -0.156 0.912 0.095
H -0.678 3.044 -0.750 -0.638 2.862 0.289 0.097
H 1.604 -1.779 0.194 0.551 0.124 0.329 0.157
C -0.297 -2.152 2.161 0.184 -0.234 -1.189 -0.054
H -0.693 0.578 -1.974 -0.308 0.026 -0.280 0.041
C -0.216 -2.760 0.738 -0.231 -0.464 -0.360 -0.141
H 0.742 -2.138 -1.126 -0.208 -0.493 -0.792 0.153
N -1.239 1.324 -1.537 0.408 -1.374 1.967 0.030
H 0.214 -0.905 -0.123 0.790 -0.858 -0.315 0.120
C -0.242 2.122 -0.730 1.095 -2.751 -0.338 -0.484
H -1.010 1.765 1.307 0.227 -0.069 -0.275 0.091
H 0.677 -2.145 2.603 0.689 -0.028 0.345 0.080
H -0.654 -1.147 2.138 -0.237 0.843 -0.214 0.057
H 0.292 -3.754 0.737 -0.708 0.718 -0.042 0.136
H -1.196 -2.782 0.184 0.963 -0.245 0.794 0.143
C 1.157 2.119 -1.351 0.732 0.863 -0.908 -0.079
N 0.668 -1.861 -0.167 -1.545 1.256 1.535 0.178
H 0.231 0.580 0.847 -0.421 0.313 -0.582 0.031
H 1.644 1.137 -1.237 -0.159 0.078 0.081 0.058
C -0.096 1.637 0.704 0.376 -0.098 1.500 -0.088
H -1.832 0.818 -0.811 0.573 0.868 -1.416 0.086
```
Forces are in eV/Å.